Model P:
20
Properties=species:S:1:pos:R:3:nbo_charge:R:1 method="wB97M-V/def2-TZVPD" total_charge=+1 orbital_gap_ha=0.2036 e_homo_ev=-12.94
C -1.81 0.42 -0.46 -0.247
C -0.38 0.89 -0.14 -0.353
C 0.38 -0.26 0.69 -0.227
C 1.49 0.27 1.38 0.180
C 1.70 -1.08 -1.31 -0.446
N 0.70 -1.38 -0.25 -0.486
N -2.85 0.92 0.41 -0.806
H -1.87 -0.67 -0.39 0.215
H -2.03 0.57 -1.52 0.238
H 0.23 1.08 -1.02 0.232
H -0.37 1.80 0.45 0.230
H 1.55 0.30 2.47 0.229
H 2.47 0.42 0.93 0.214
H 2.34 -1.95 -1.40 0.236
H 2.32 -0.22 -1.05 0.186
H 1.20 -0.98 -2.26 0.231
H 1.09 -2.07 0.39 0.375
H -3.07 1.90 0.30 0.375
H -2.73 0.68 1.38 0.364
H -0.36 -0.62 1.39 0.259


Model Q:
20
Properties=species:S:1:pos:R:3:nbo_charge:R:1 method="wB97M-V/def2-TZVPD" total_charge=+1 orbital_gap_ha=0.3738 e_homo_ev=-13.33
C -1.60 1.26 0.15 -0.183
C -1.05 -0.07 0.01 -0.017
C -1.31 -1.16 0.96 -0.646
C 2.55 -0.31 -1.03 -0.441
C 2.03 0.63 0.93 -0.033
N -2.18 0.35 -0.89 -0.555
N 1.70 0.46 -0.23 -0.434
H -2.29 1.48 0.86 0.235
H -1.01 1.97 -0.27 0.246
H -0.60 -1.26 1.72 0.264
H -1.18 -2.16 0.54 0.249
H -2.27 -1.01 1.37 0.218
H 3.58 -0.64 -0.61 0.194
H 1.87 -1.17 -1.16 0.194
H 2.75 -0.03 -2.03 0.226
H 2.88 0.20 1.36 0.151
H 1.54 1.27 1.66 0.166
H -3.09 -0.11 -0.88 0.438
H -0.12 -0.28 -0.61 0.290
H -2.19 0.59 -1.85 0.439


Model R:
20
Properties=species:S:1:pos:R:3:nbo_charge:R:1 method="wB97M-V/def2-TZVPD" smiles="CN/C=C/CC[NH3+]" total_charge=+1 orbital_gap_ha=0.2970 e_homo_ev=-11.53
C -2.47 0.74 0.89 -0.413
N -1.18 0.72 1.53 -0.657
C -0.06 1.13 0.83 0.058
C 1.18 0.55 0.80 -0.363
C 1.81 0.20 -0.53 -0.446
C 0.81 -0.47 -1.52 -0.223
N 0.56 -1.86 -0.95 -0.691
H -3.27 0.39 1.55 0.234
H -2.80 1.76 0.61 0.197
H -2.51 0.12 -0.01 0.175
H -1.17 0.68 2.54 0.408
H -0.25 2.09 0.34 0.213
H 1.72 0.22 1.66 0.228
H 2.56 -0.57 -0.27 0.214
H 2.35 0.97 -1.11 0.248
H -0.10 0.13 -1.58 0.235
H 1.25 -0.53 -2.51 0.233
H 0.54 -1.66 0.07 0.451
H 1.38 -2.41 -1.18 0.449
H -0.36 -2.20 -1.19 0.450


Model S:
20
Properties=species:S:1:pos:R:3:nbo_charge:R:1 method="wB97M-V/def2-TZVPD" total_charge=+1 orbital_gap_ha=0.1627 e_homo_ev=-13.35
N 0.70 -0.74 0.73 -0.664
C -0.23 0.02 -0.09 -0.052
C -0.41 -0.49 -1.54 -0.452
C -1.46 -1.57 -1.57 -0.196
C -1.27 -2.82 -1.19 -0.337
C 0.30 1.48 -0.06 -0.351
N 0.38 1.85 1.24 -0.101
H 1.50 -0.20 1.06 0.378
H -1.18 0.02 0.44 0.221
H 0.26 -1.07 1.58 0.402
H 1.95 2.51 3.50 -0.041
H -0.71 0.32 -2.20 0.227
H 0.56 -0.88 -1.87 0.243
H -2.40 -1.21 -1.95 0.213
H -0.31 -3.08 -0.78 0.197
H -2.07 -3.55 -1.18 0.226
H -0.20 2.26 -0.68 0.312
H 1.30 1.40 -0.54 0.343
H 2.52 2.99 3.58 0.044
H 0.80 2.75 1.52 0.388


Which is the most stable structure? model R is the most stable.


Model P:
10
Properties=species:S:1:pos:R:3:nbo_charge:R:1 method="wB97M-V/def2-TZVPD" orbital_gap_ha=0.3283 e_homo_ev=-8.31
B -3.23 -0.32 -0.25 0.889
C -0.15 -0.33 -0.02 0.097
C 2.20 0.11 0.23 -0.282
O -3.09 0.84 -0.42 -0.824
O 0.98 -0.67 0.42 -0.459
H -3.69 -1.27 0.18 -0.092
H -0.24 0.69 -0.51 0.068
H 2.20 0.34 -0.86 0.196
H 2.99 -0.48 0.62 0.209
H 2.03 1.10 0.63 0.199


Model Q:
10
Properties=species:S:1:pos:R:3:nbo_charge:R:1 method="wB97M-V/def2-TZVPD" smiles="BOC(C)=O" orbital_gap_ha=0.3565 e_homo_ev=-10.14
B -2.35 -0.27 -0.10 0.793
O -0.72 0.23 -0.31 -0.750
C 0.32 -0.60 -0.06 0.797
C 1.60 0.12 -0.14 -0.724
O 0.13 -1.73 0.25 -0.588
H -2.44 -1.35 0.16 -0.106
H -3.03 0.39 -0.57 -0.143
H 2.20 0.00 0.86 0.243
H 2.16 -0.24 -0.97 0.241
H 1.36 1.16 -0.30 0.236


Which is the most stable structure? model Q is the most stable.


Model P:
9
Properties=species:S:1:pos:R:3:nbo_charge:R:1 method="wB97M-V/def2-TZVPD" orbital_gap_ha="0.3221 / 0.2772" e_homo_ev="-8.67 / -7.26"
C -2.05 -1.01 0.45 -0.484
C 0.61 0.04 -0.45 0.135
N 1.32 1.01 -0.45 -0.569
S 2.91 1.62 -0.67 0.167
H -1.27 -1.45 -0.09 0.145
H -2.17 -1.19 1.47 0.163
H 0.71 -0.95 -0.46 0.147
H -2.82 -0.66 -0.14 0.158
H 2.77 2.60 0.34 0.138


Model Q:
9
Properties=species:S:1:pos:R:3:nbo_charge:R:1 method="wB97M-V/def2-TZVPD" orbital_gap_ha=0.3110 e_homo_ev=-8.28
C -0.90 -0.89 0.01 -0.454
C 1.06 0.65 -0.18 -0.089
H -2.05 -0.86 -0.19 0.227
H -0.41 -0.90 0.97 0.253
H -0.50 -1.41 -0.90 0.239
H -0.66 1.57 0.46 0.415
H 1.41 1.84 -0.05 0.198
N -0.29 0.46 -0.10 -0.592
S 2.34 -0.45 -0.01 -0.198


Which is the most stable structure? model Q is the most stable.